[1]
DFT (ωB97M-V/def2-TZVPD) results for 4 unconnected molecules or ions with the total composition C43H86FN6O3S2Si.

The value obtained for the orbital gap is 5.7 eV. As for the electronic energy: -3429.759644 Eh. The value obtained for the LUMO energy is -3.56 eV. As for the total charge: +1. The strongest force on any atom is 1.33 eV/A. Its HOMO energy is -9.2972 eV.

Each atom is followed by the atoms it is bonded to, with distances in Å.
Element x y z (Å)
1 C -3.26 -3.10 5.58  O2 1.414, H36 1.089, H37 1.092, H38 1.083
2 O -2.16 -3.87 5.13  C1 1.414, C3 1.413
3 C -0.96 -3.13 5.21  O2 1.413, C4 1.531, H39 1.094, H40 1.091
4 C 0.04 -3.67 4.18  C3 1.531, C5 1.535, H41 1.083, H42 1.083
5 C 0.58 -2.54 3.28  C4 1.535, C6 1.566, H43 1.088, H44 1.086
6 C 2.06 -2.75 2.82  C5 1.566, C7 1.506, H45 1.085, H46 1.079
7 C 2.88 -1.52 3.12  C6 1.506, C8 1.388, N24 1.355
8 C 3.82 -1.57 4.14  C7 1.388, C9 1.387, H47 1.077
9 C 4.60 -0.47 4.48  C8 1.387, C10 1.486, C17 1.394
10 C 5.60 -0.55 5.57  C9 1.486, C11 1.545, H48 1.086, H49 1.085
11 C 5.02 -0.13 6.94  C10 1.545, O12 1.407, H50 1.088, H51 1.092
12 O 4.36 1.10 6.81  C11 1.407, Si13 1.691
13 Si 4.37 2.12 8.17  O12 1.691, C14 1.882, C15 1.870, C16 1.872
14 C 3.04 1.59 9.38  Si13 1.882, H52 1.087, H53 1.088, H54 1.084
15 C 6.06 2.27 8.96  Si13 1.870, H55 1.087, H56 1.087, H57 1.085
16 C 3.91 3.82 7.53  Si13 1.872, H58 1.088, H59 1.084, H60 1.085
17 C 4.36 0.69 3.76  C9 1.394, F18 1.326, C19 1.398
18 F 5.07 1.78 4.05  C17 1.326
19 C 3.41 0.75 2.74  C17 1.398, C20 1.493, N24 1.364
20 C 3.15 2.05 2.05  C19 1.493, C21 1.561, H61 1.079, H62 1.082
21 C 1.83 2.75 2.52  C20 1.561, C22 1.509, H63 1.088, H64 1.084
22 C 1.18 2.18 3.75  C21 1.509, O23 1.425, H65 1.090, H66 1.089
23 O 2.02 2.38 4.88  C22 1.425, H67 0.960
24 N 2.72 -0.38 2.42  C7 1.355, C19 1.364, C25 1.472
25 C 1.78 -0.34 1.28  N24 1.472, C26 1.537, H68 1.077, H69 1.086
26 C 2.44 -0.40 -0.10  C25 1.537, C27 1.514, H70 1.088, H71 1.084
27 C 1.45 0.12 -1.12  C26 1.514, S28 1.817, H72 1.088, H73 1.082
28 S 1.45 1.93 -1.23  C27 1.817, C29 1.779
29 C -0.29 2.27 -1.19  S28 1.779, S30 1.601, N31 1.412
30 S -1.24 1.98 -2.44  C29 1.601
31 N -0.78 2.77 0.04  C29 1.412, C32 1.368, C35 1.359
32 C -0.79 4.06 0.50  N31 1.368, C33 1.340, H74 1.072
33 C -1.29 4.04 1.74  C32 1.340, N34 1.381, H75 1.071
34 N -1.62 2.74 2.07  C33 1.381, C35 1.298
35 C -1.31 2.02 1.04  N31 1.359, N34 1.298, H76 1.076
36 H -3.06 -2.63 6.53  C1 1.089
37 H -3.51 -2.33 4.85  C1 1.092
38 H -4.13 -3.74 5.68  C1 1.083
39 H -0.54 -3.19 6.22  C3 1.094
40 H -1.18 -2.08 5.03  C3 1.091
41 H -0.53 -4.34 3.56  C4 1.083
42 H 0.85 -4.20 4.67  C4 1.083
43 H 0.48 -1.56 3.75  C5 1.088
44 H -0.03 -2.50 2.38  C5 1.086
45 H 2.12 -2.97 1.76  C6 1.085
46 H 2.49 -3.55 3.39  C6 1.079
47 H 3.98 -2.48 4.69  C8 1.077
48 H 6.41 0.14 5.36  C10 1.086
49 H 6.03 -1.55 5.66  C10 1.085
50 H 5.86 -0.09 7.63  C11 1.088
51 H 4.34 -0.91 7.28  C11 1.092
52 H 2.60 0.63 9.11  C14 1.087
53 H 3.41 1.49 10.40  C14 1.088
54 H 2.26 2.35 9.40  C14 1.084
55 H 6.74 2.74 8.25  C15 1.087
56 H 6.50 1.33 9.27  C15 1.087
57 H 5.96 2.87 9.86  C15 1.085
58 H 4.69 4.13 6.84  C16 1.088
59 H 3.81 4.51 8.35  C16 1.084
60 H 3.00 3.73 6.95  C16 1.085
61 H 3.96 2.71 2.31  C20 1.079
62 H 3.17 1.95 0.97  C20 1.082
63 H 1.11 2.70 1.71  C21 1.088
64 H 2.03 3.80 2.71  C21 1.084
65 H 0.89 1.13 3.64  C22 1.090
66 H 0.25 2.72 3.91  C22 1.089
67 H 2.05 1.58 5.40  O23 0.960
68 H 1.11 -1.19 1.32  C25 1.077
69 H 1.16 0.54 1.39  C25 1.086
70 H 2.64 -1.44 -0.33  C26 1.088
71 H 3.41 0.10 -0.13  C26 1.084
72 H 0.45 -0.20 -0.82  C27 1.088
73 H 1.60 -0.28 -2.11  C27 1.082
74 H -0.45 4.91 -0.06  C32 1.072
75 H -1.41 4.89 2.38  C33 1.071
76 H -1.47 0.96 1.04  C35 1.076
77 C 1.09 -6.84 -3.94  C78 1.520, H84 1.091, H85 1.090, H86 1.090
78 C 0.47 -5.77 -3.05  C77 1.520, N79 1.453, H87 1.094, H88 1.101
79 N 1.03 -4.44 -3.28  C78 1.453, C80 1.446, C82 1.455
80 C 0.64 -3.48 -2.27  N79 1.446, C81 1.536, H89 1.096, H90 1.098
81 C -0.84 -3.10 -2.16  C80 1.536, H91 1.089, H92 1.095, H93 1.089
82 C 1.00 -3.97 -4.65  N79 1.455, C83 1.534, H94 1.092, H95 1.093
83 C -0.36 -3.87 -5.35  C82 1.534, H96 1.091, H97 1.092, H98 1.090
84 H 2.17 -6.88 -3.81  C77 1.091
85 H 0.68 -7.81 -3.66  C77 1.090
86 H 0.87 -6.68 -4.99  C77 1.090
87 H 0.66 -6.04 -2.01  C78 1.094
88 H -0.62 -5.79 -3.18  C78 1.101
89 H 1.23 -2.57 -2.42  C80 1.096
90 H 0.96 -3.88 -1.30  C80 1.098
91 H -1.15 -2.43 -2.97  C81 1.089
92 H -1.02 -2.57 -1.22  C81 1.095
93 H -1.50 -3.97 -2.17  C81 1.089
94 H 1.64 -4.63 -5.25  C82 1.092
95 H 1.50 -3.00 -4.69  C82 1.093
96 H -0.99 -4.74 -5.15  C83 1.091
97 H -0.21 -3.82 -6.43  C83 1.092
98 H -0.90 -2.97 -5.06  C83 1.090
99 C -4.46 4.35 -0.41  C100 1.516, H106 1.092, H107 1.091, H108 1.091
100 C -4.83 5.34 0.67  C99 1.516, N101 1.451, H109 1.095, H110 1.101
101 N -4.38 6.69 0.40  C100 1.451, C102 1.453, C104 1.453
102 C -4.48 7.58 1.55  N101 1.453, C103 1.534, H111 1.093, H112 1.095
103 C -5.88 7.89 2.10  C102 1.534, H113 1.089, H114 1.092, H115 1.090
104 C -4.81 7.25 -0.87  N101 1.453, C105 1.535, H116 1.093, H117 1.093
105 C -6.32 7.35 -1.14  C104 1.535, H118 1.091, H119 1.092, H120 1.088
106 H -3.38 4.35 -0.57  C99 1.092
107 H -4.76 3.34 -0.11  C99 1.091
108 H -4.96 4.56 -1.36  C99 1.091
109 H -4.35 5.00 1.60  C100 1.095
110 H -5.92 5.30 0.86  C100 1.101
111 H -3.98 8.51 1.31  C102 1.093
112 H -3.90 7.13 2.35  C102 1.095
113 H -6.42 8.60 1.47  C103 1.089
114 H -5.79 8.35 3.09  C103 1.092
115 H -6.49 7.00 2.21  C103 1.090
116 H -4.36 6.66 -1.67  C104 1.093
117 H -4.37 8.24 -0.98  C104 1.093
118 H -6.85 6.45 -0.84  C105 1.091
119 H -6.50 7.48 -2.21  C105 1.092
120 H -6.77 8.20 -0.64  C105 1.088
121 C -2.77 -2.24 -8.52  C122 1.521, H128 1.092, H129 1.091, H130 1.090
122 C -1.61 -2.42 -9.49  C121 1.521, N123 1.451, H131 1.094, H132 1.101
123 N -1.17 -3.79 -9.62  C122 1.451, C124 1.453, C126 1.453
124 C 0.08 -3.93 -10.34  N123 1.453, C125 1.534, H133 1.093, H134 1.095
125 C 0.13 -3.52 -11.81  C124 1.534, H135 1.089, H136 1.092, H137 1.090
126 C -2.21 -4.75 -9.97  N123 1.453, C127 1.535, H138 1.093, H139 1.093
127 C -2.98 -4.53 -11.28  C126 1.535, H140 1.091, H141 1.092, H142 1.088
128 H -2.52 -2.65 -7.54  C121 1.092
129 H -3.00 -1.18 -8.40  C121 1.091
130 H -3.68 -2.73 -8.87  C121 1.090
131 H -0.77 -1.83 -9.12  C122 1.094
132 H -1.89 -1.97 -10.46  C122 1.101
133 H 0.42 -4.96 -10.24  C124 1.093
134 H 0.83 -3.33 -9.80  C124 1.095
135 H -0.35 -4.26 -12.46  C125 1.089
136 H 1.17 -3.44 -12.14  C125 1.092
137 H -0.34 -2.55 -11.99  C125 1.090
138 H -2.93 -4.79 -9.15  C126 1.093
139 H -1.76 -5.75 -9.99  C126 1.093
140 H -3.26 -3.49 -11.42  C127 1.091
141 H -3.90 -5.12 -11.26  C127 1.092
142 H -2.42 -4.86 -12.15  C127 1.088

Here are the Mulliken charges for atoms 1 to 6, given in e: atom 1 (C): -0.75, atom 2 (O): -0.35, atom 3 (C): -0.58, atom 4 (C): -0.64, atom 5 (C): -0.05, atom 6 (C): -1.90

***

[2]
DFT (ωB97M-V/def2-TZVPD) results for 2 unconnected molecules or ions with the total composition CH4O3.

The value obtained for the orbital gap is 6.6 eV. As for the electronic energy: -265.992659 Eh. The value obtained for the LUMO energy is -4.06 eV. The strongest force on any atom is 2.61 eV/A. Its HOMO energy is -10.6325 eV. Its energy above the lowest of the compared OMol25 structures with the same formula, charge and spin is 6.622 eV.

Each atom is followed by the atoms it is bonded to, with distances in Å.
Element x y z (Å)
1 O -0.26 1.67 -0.68  C2 1.224
2 C 0.20 0.76 0.00  O1 1.224, O3 1.335, H4 1.142, H7 1.186
3 O -0.52 0.02 0.85  C2 1.335, H5 0.991
4 H 0.97 1.15 0.75  C2 1.142
5 H -0.28 -0.93 0.73  O3 0.991
6 H 0.46 -2.55 -0.93  O8 0.957
7 H 0.75 -0.08 -0.62  C2 1.186
8 O 0.42 -1.94 -0.19  H6 0.957

Here are the natural (NBO) charges for atoms 1 to 6, given in e: atom 1 (O): -0.33, atom 2 (C): 0.19, atom 3 (O): -0.61, atom 4 (H): 0.31, atom 5 (H): 0.54, atom 6 (H): 0.47

***

[3]
DFT (ωB97M-V/def2-TZVPD) results for 2 unconnected molecules or ions with the total composition C4H12NO2.

The value obtained for the orbital gap is 11.4 eV. As for the electronic energy: -364.560329 Eh. The value obtained for the LUMO energy is -3.30 eV. As for the total charge: +1. The strongest force on any atom is 3.93 eV/A. Its HOMO energy is -14.6921 eV. Its energy above the lowest of the compared OMol25 structures with the same formula, charge and spin is 2.038 eV.

Each atom is followed by the atoms it is bonded to, with distances in Å.
Element x y z (Å)
1 O -3.19 0.02 0.57  C2 1.224
2 C -2.66 -0.92 0.00  O1 1.224, C3 1.497, H7 1.098
3 C -1.26 -0.80 -0.53  C2 1.497, N4 1.574, H8 1.084, H9 1.081
4 N -0.47 0.37 0.16  C3 1.574, C5 1.505, H10 1.036, H11 1.168
5 C 0.35 1.24 -0.75  N4 1.505, C6 1.553, H12 1.111, H13 1.115
6 C 1.80 0.71 -0.95  C5 1.553, H14 1.091, H15 1.089, H16 1.109
7 H -3.20 -1.85 -0.22  C2 1.098
8 H -0.62 -1.65 -0.35  C3 1.084
9 H -1.36 -0.57 -1.59  C3 1.081
10 H 0.16 -0.12 0.81  N4 1.036
11 H -1.14 1.05 0.83  N4 1.168
12 H 0.28 2.21 -0.20  C5 1.111
13 H -0.12 1.31 -1.75  C5 1.115
14 H 2.08 -0.17 -0.37  C6 1.091
15 H 2.39 1.50 -0.47  C6 1.089
16 H 2.10 0.51 -1.99  C6 1.109
17 H 1.95 -0.29 2.44  O19 0.958
18 H 1.62 -1.69 2.29  O19 0.933
19 O 1.28 -0.86 2.06  H17 0.958, H18 0.933

Here are the natural (NBO) charges for atoms 1 to 6, given in e: atom 1 (O): -0.48, atom 2 (C): 0.41, atom 3 (C): -0.31, atom 4 (N): -0.57, atom 5 (C): -0.22, atom 6 (C): -0.66

***

[4]
DFT (ωB97M-V/def2-TZVPD) results for 2 unconnected molecules or ions with the total composition C2HN3O2.

The value obtained for the orbital gap is 8.3 eV. As for the electronic energy: -391.408982 Eh. The value obtained for the LUMO energy is -1.15 eV. The strongest force on any atom is 6.44 eV/A. Its HOMO energy is -9.4565 eV. Its energy above the lowest of the compared OMol25 structures with the same formula, charge and spin is 5.219 eV.

Each atom is followed by the atoms it is bonded to, with distances in Å.
Element x y z (Å)
1 C 1.17 0.33 -2.37  N3 1.194
2 C -1.66 -1.36 0.15  O6 1.129, O7 1.158
3 N 1.04 0.49 -1.19  C1 1.194, N4 1.281
4 N 0.87 0.97 -0.02  N3 1.281, N5 1.293
5 N 1.11 0.74 1.23  N4 1.293, H8 1.039
6 O -1.10 -0.76 -0.62  C2 1.129
7 O -2.23 -1.93 0.98  C2 1.158
8 H 0.80 1.53 1.84  N5 1.039

Here are the natural (NBO) charges for atoms 1 to 6, given in e: atom 1 (C): 0.32, atom 2 (C): 1.03, atom 3 (N): -0.38, atom 4 (N): 0.02, atom 5 (N): -0.31, atom 6 (O): -0.51